A molecular structure, C38H57BCdF4N5O2S4. Source: the OMol25 dataset; level of theory: ωB97M-V with the def2-TZVPD basis set.

Element x y z (Å)
Cd 0.33 0.09 0.16
C 1.18 3.69 0.28
C 0.40 3.69 -0.93
C -0.67 2.81 -0.74
C -0.49 2.21 0.58
C 0.64 2.84 1.20
C 1.09 2.65 2.64
C 2.18 3.67 2.99
C 1.65 1.25 2.88
C -0.10 2.86 3.58
C -1.93 2.53 -1.56
C -1.65 1.72 -2.84
C -2.93 1.69 -0.75
C -2.67 3.83 -1.90
C 0.82 4.67 -2.05
C 0.23 6.06 -1.74
C 0.44 4.28 -3.48
C 2.36 4.82 -2.07
H 2.08 4.27 0.43
H -1.35 1.88 1.16
H 3.07 3.51 2.38
H 2.47 3.56 4.04
H 1.83 4.69 2.84
H 2.45 1.02 2.17
H 0.86 0.49 2.77
H 2.04 1.14 3.89
H -0.53 3.86 3.45
H 0.21 2.75 4.62
H -0.89 2.13 3.39
H -1.17 0.77 -2.60
H -1.01 2.25 -3.54
H -2.59 1.50 -3.36
H -2.53 0.72 -0.48
H -3.82 1.52 -1.36
H -3.25 2.21 0.15
H -2.09 4.51 -2.51
H -2.92 4.36 -0.97
H -3.60 3.61 -2.43
H -0.85 6.04 -1.75
H 0.57 6.80 -2.48
H 0.56 6.39 -0.75
H -0.63 4.24 -3.65
H 0.86 3.30 -3.74
H 0.86 5.01 -4.17
H 2.74 5.28 -1.16
H 2.65 5.46 -2.91
H 2.85 3.85 -2.19
C 2.56 -4.24 -0.37
N 3.12 -3.20 -1.21
C 3.95 -3.61 -2.33
C 2.54 -1.96 -1.12
N 1.83 -1.58 -0.13
N 2.79 -1.14 -2.21
C 2.37 0.18 -2.36
N 2.47 0.60 -3.67
N 2.02 0.91 -1.36
H 2.98 -5.20 -0.68
H 1.47 -4.29 -0.49
H 2.79 -4.09 0.68
H 4.58 -4.43 -2.00
H 4.60 -2.79 -2.63
H 3.36 -3.93 -3.19
H 1.67 -2.28 0.59
H 2.91 -1.62 -3.09
H 2.29 -0.11 -4.36
H 1.95 1.44 -3.85
H 1.74 1.85 -1.64
O -1.14 -1.05 -1.22
S -1.25 -2.56 -1.12
C -1.94 -3.01 -2.74
C -3.47 -3.01 -2.65
C -3.86 -2.32 -1.34
C -2.84 -2.81 -0.32
H -1.51 -3.97 -3.03
H -1.53 -2.26 -3.41
H -3.84 -4.04 -2.64
H -3.91 -2.52 -3.51
H -4.88 -2.56 -1.03
H -3.78 -1.24 -1.43
H -2.94 -3.88 -0.10
H -2.81 -2.26 0.62
O -0.19 -1.60 1.67
C -0.60 -2.02 2.89
C -1.37 -3.35 2.75
C -0.97 -4.41 1.99
C -1.85 -5.52 2.07
C -2.92 -5.28 2.88
S -2.84 -3.71 3.56
C 0.60 -2.32 3.80
C 1.90 -2.02 3.51
C 2.82 -2.46 4.50
C 2.21 -3.12 5.52
S 0.51 -3.20 5.28
C -1.52 -0.99 3.56
C -1.65 -0.57 4.85
C -2.70 0.39 5.01
C -3.33 0.67 3.84
S -2.65 -0.20 2.54
H -0.06 -4.37 1.40
H -1.71 -6.45 1.53
H -3.74 -5.94 3.11
H 2.17 -1.48 2.61
H 3.89 -2.30 4.45
H 2.66 -3.56 6.40
H -1.03 -0.92 5.65
H -2.95 0.85 5.96
H -4.13 1.38 3.68
F 2.43 -2.22 -4.85
B 1.06 -2.61 -4.64
F 0.99 -3.29 -3.41
F 0.64 -3.44 -5.68
F 0.29 -1.44 -4.58

Summary:
**Electronic energy**: -111339.0347 eV
**Total charge**: -1
**ΔE to the lowest compared entry with this formula, charge and spin**: 0.00 kJ/mol
**F_max**: 0.15 eV Å⁻¹

=====

A molecular structure, C38H57N6O9PSSiY in a non-equilibrium geometry. Source: the OMol25 dataset; level of theory: ωB97M-V with the def2-TZVPD basis set.

Element x y z (Å)
Y 0.23 -0.20 0.49
C -4.25 4.03 0.86
O -3.19 3.12 1.04
C -3.29 2.23 2.06
C -3.99 2.52 3.21
C -4.09 1.60 4.26
C -3.45 0.39 4.11
C -2.72 0.09 2.95
C -2.07 -1.21 2.91
N -1.23 -1.59 2.03
N -0.81 -2.90 2.19
C 0.46 -3.03 1.91
O 1.30 -2.10 1.70
C 0.89 -4.46 1.73
C 0.14 -5.55 2.19
C 0.55 -6.85 1.91
C 1.70 -7.08 1.16
C 2.46 -6.00 0.72
C 2.05 -4.70 1.01
C -2.62 0.98 1.87
O -2.03 0.64 0.75
H -4.21 4.35 -0.18
H -4.16 4.91 1.50
H -5.22 3.56 1.04
H -4.47 3.49 3.31
H -4.64 1.84 5.15
H -3.49 -0.36 4.90
H -2.30 -1.91 3.71
H -0.77 -5.35 2.75
H -0.04 -7.68 2.27
H 2.02 -8.09 0.94
H 3.36 -6.17 0.15
H 2.62 -3.84 0.67
C -3.17 2.59 -4.51
C -1.69 2.81 -4.23
O -1.28 2.85 -2.88
P -1.68 1.79 -1.66
O -3.24 2.27 -1.59
C -4.32 1.44 -1.15
C -4.19 -0.06 -1.42
O -0.83 2.61 -0.55
C -0.33 3.95 -0.67
C -0.05 4.52 0.71
H -3.36 2.74 -5.57
H -3.78 3.28 -3.93
H -3.48 1.57 -4.24
H -1.40 3.78 -4.64
H -1.11 2.06 -4.77
H -5.20 1.82 -1.67
H -4.47 1.59 -0.08
H -4.01 -0.26 -2.48
H -5.11 -0.56 -1.11
H -3.36 -0.47 -0.85
H -1.06 4.56 -1.20
H 0.58 3.92 -1.27
H -0.99 4.69 1.25
H 0.49 5.46 0.62
H 0.55 3.81 1.28
C 4.86 0.83 -2.85
N 4.45 1.60 -1.69
C 4.30 2.99 -1.68
C 3.75 3.31 -0.51
N 3.58 2.13 0.19
C 3.98 1.06 -0.53
S 3.91 -0.56 -0.06
H 5.78 1.23 -3.27
H 4.07 0.84 -3.60
H 5.02 -0.20 -2.52
H 4.58 3.60 -2.53
H 3.44 4.27 -0.11
H 3.04 2.00 1.04
C 2.49 -3.13 -2.40
N 1.22 -3.83 -2.30
C 0.98 -4.94 -3.20
C 0.04 -5.92 -2.54
C -1.25 -5.19 -2.23
N -0.98 -3.94 -1.53
C -2.10 -3.42 -0.75
C 0.24 -3.31 -1.51
O 0.45 -2.34 -0.78
H 3.32 -3.82 -2.22
H 2.53 -2.33 -1.68
H 2.61 -2.70 -3.40
H 1.94 -5.40 -3.42
H 0.56 -4.59 -4.15
H 0.49 -6.29 -1.62
H -0.16 -6.77 -3.20
H -1.89 -5.80 -1.59
H -1.80 -4.99 -3.15
H -2.19 -3.92 0.22
H -3.02 -3.55 -1.32
H -1.96 -2.37 -0.55
C 4.34 2.76 4.18
Si 2.49 3.00 4.10
C 1.74 2.56 5.75
C 2.14 4.79 3.74
C 1.78 1.95 2.81
C 1.24 1.20 2.00
H 4.75 3.25 5.06
H 4.83 3.16 3.29
H 4.58 1.69 4.24
H 2.10 3.22 6.54
H 1.99 1.52 6.01
H 0.65 2.63 5.70
H 2.59 5.43 4.52
H 1.06 4.98 3.72
H 2.55 5.09 2.77
C 0.84 -0.16 -4.03
O 0.45 -0.46 -2.70
C 0.94 0.41 -1.70
O 1.62 1.33 -2.10
H 0.28 -0.84 -4.67
H 1.91 -0.33 -4.18
H 0.63 0.87 -4.30

Summary:
**Electronic energy**: -96749.9398 eV
**Total charge**: -1
**ΔE to the lowest compared entry with this formula, charge and spin**: 142.77 kJ/mol
**F_max**: 2.46 eV Å⁻¹